Record 1
Computed, not measured: a 2-piece molecular cluster, C2H2F2S2 overall at a distorted geometry, with wB97M-V/def2-TZVPD.

ORCA input file:
```
! wB97M-V def2-TZVPD RIJCOSX def2/J DEFGRID3
* xyz 0 1
C -0.513 -0.084 -0.060
C 0.379 0.988 0.421
F -1.547 0.177 -0.833
F -0.068 2.239 0.372
S 1.035 -1.794 -0.939
S -0.475 0.009 1.698
H 1.387 0.928 0.446
H -0.198 -2.463 -1.105
*
```

- LUMO energy (spin up / spin down) (eV) = -1.29 / -1.29
- calculated total energy (eV) = -29208.5117
- HOMO energy (spin up / spin down) (eV) = -9.356 / -9.358
- gap between HOMO and LUMO (spin up / spin down) (Eh) = 0.296 / 0.296
- energy above the lowest of the compared OMol25 structures with the same formula, charge and spin (eV) = 2.7381

Record 2
Computed, not measured: the molecule C2H2F3I at a distorted geometry, with wB97M-V/def2-TZVPD.

ORCA input file:
```
! wB97M-V def2-TZVPD RIJCOSX def2/J DEFGRID3
* xyz 0 1
F 1.909 0.516 0.004
C 0.826 -0.290 0.005
C -0.733 0.424 0.090
F -0.820 1.185 1.150
F -0.828 1.154 -1.019
I -2.217 -1.064 0.048
H 0.781 -0.709 -1.016
H 1.083 -1.216 0.738
*
```

- LUMO energy (eV) = 0.21
- calculated total energy (eV) = -18358.3322
- HOMO energy (eV) = -10.391
- gap between HOMO and LUMO (Eh) = 0.390
- energy above the lowest of the compared OMol25 structures with the same formula, charge and spin (eV) = 0.8933
- SMILES = FCC(F)(F)I

Record 3
Computed, not measured: C2H2F3NO2S as an isolated structure at a distorted geometry, with wB97M-V/def2-TZVPD.

ORCA input file:
```
! wB97M-V def2-TZVPD RIJCOSX def2/J DEFGRID3
* xyz 0 3
C 0.141 -0.070 0.177
C 0.504 1.358 -0.093
N 0.303 -0.969 -0.778
O -1.682 0.136 0.498
O -0.829 -2.186 1.128
F 1.863 1.313 0.283
F 0.431 1.702 -1.363
F -0.135 2.234 0.623
S -0.878 -0.777 1.514
H 0.258 -0.807 -1.752
H 0.025 -1.934 -0.238
*
```

- LUMO energy (spin up / spin down) (eV) = 0.16 / -3.14
- <S²> = 2.011
- calculated total energy (eV) = -26673.1257
- HOMO energy (spin up / spin down) (eV) = -6.258 / -11.537
- gap between HOMO and LUMO (spin up / spin down) (Eh) = 0.236 / 0.309

Record 4
Computed, not measured: the molecule C2H2F3OP at a distorted geometry, with wB97M-V/def2-TZVPD.

ORCA input file:
```
! wB97M-V def2-TZVPD RIJCOSX def2/J DEFGRID3
* xyz 0 1
O 2.605 0.018 -0.095
P 1.097 0.277 0.462
C -0.176 0.062 -0.605
C -1.579 -0.075 -0.226
F -2.425 0.378 -1.162
F -1.740 -1.406 -0.108
F -1.912 0.437 1.030
H 2.421 0.088 -1.012
H 1.709 0.221 1.716
*
```

- LUMO energy (eV) = -0.70
- calculated total energy (eV) = -21591.8917
- HOMO energy (eV) = -10.020
- gap between HOMO and LUMO (Eh) = 0.343
- energy above the lowest of the compared OMol25 structures with the same formula, charge and spin (eV) = 2.7874
- SMILES = O[PH]#CC(F)(F)F

Record 5
Computed, not measured: the molecule C2H2F4O at a distorted geometry, with wB97M-V/def2-TZVPD.

ORCA input file:
```
! wB97M-V def2-TZVPD RIJCOSX def2/J DEFGRID3
* xyz 0 1
F 1.647 1.872 0.848
C 1.001 0.842 0.410
F 1.637 0.264 -0.596
O -0.255 1.315 -0.043
C -1.436 0.601 -0.380
F -1.354 -0.014 -1.520
F -1.584 -0.351 0.587
H 0.842 0.094 1.269
H -2.257 1.151 -0.364
*
```

- LUMO energy (eV) = 0.98
- calculated total energy (eV) = -15023.4609
- HOMO energy (eV) = -12.370
- gap between HOMO and LUMO (Eh) = 0.491
- energy above the lowest of the compared OMol25 structures with the same formula, charge and spin (eV) = 0.3637
- SMILES = FC(F)OC(F)F

Record 6
Computed, not measured: a 2-piece molecular cluster, C2H2F4O overall at a distorted geometry, with wB97M-V/def2-TZVPD.

ORCA input file:
```
! wB97M-V def2-TZVPD RIJCOSX def2/J DEFGRID3
* xyz 0 1
C -0.964 0.832 -0.879
C 0.725 -0.941 0.737
O -0.381 -1.538 1.155
F -0.592 0.793 -2.204
F -0.725 2.001 -0.369
F 1.376 -0.165 1.541
F 1.668 -1.608 0.010
H -1.853 0.168 -0.707
H -0.283 -2.482 0.973
*
```

- LUMO energy (spin up / spin down) (eV) = 0.57 / 0.22
- calculated total energy (eV) = -15019.6689
- HOMO energy (spin up / spin down) (eV) = -8.278 / -8.507
- gap between HOMO and LUMO (spin up / spin down) (Eh) = 0.325 / 0.321
- energy above the lowest of the compared OMol25 structures with the same formula, charge and spin (eV) = 4.1557

Record 7
Computed, not measured: a 2-piece molecular cluster, C2H2FIO overall at a distorted geometry, with wB97M-V/def2-TZVPD.

ORCA input file:
```
! wB97M-V def2-TZVPD RIJCOSX def2/J DEFGRID3
* xyz 0 1
O -0.509 1.490 0.384
C -0.666 0.340 0.487
C -0.901 -0.904 0.612
F -0.589 -1.429 1.821
H -1.133 -1.509 -0.246
I 2.377 0.338 -1.607
H 1.420 1.675 -1.451
*
```

- LUMO energy (eV) = 0.04
- calculated total energy (eV) = -14969.7680
- HOMO energy (eV) = -9.450
- gap between HOMO and LUMO (Eh) = 0.349
- energy above the lowest of the compared OMol25 structures with the same formula, charge and spin (eV) = 1.2186
- SMILES = O=C=CF.I

Record 8
Computed, not measured: a 2-piece molecular cluster, C2H2FIO3 overall at a distorted geometry, with wB97M-V/def2-TZVPD.

ORCA input file:
```
! wB97M-V def2-TZVPD RIJCOSX def2/J DEFGRID3
* xyz 0 3
C 0.751 -2.008 -0.186
C 0.976 -0.633 0.375
O 1.318 -2.333 -1.189
O -0.337 0.195 -0.793
O 0.615 -0.531 1.631
F -0.154 -2.786 0.408
I 2.733 0.332 -0.171
H 0.011 1.090 -0.902
H 1.204 0.149 2.108
*
```

- LUMO energy (spin up / spin down) (eV) = -0.06 / -3.37
- <S²> = 2.010
- calculated total energy (eV) = -19061.4666
- HOMO energy (spin up / spin down) (eV) = -7.014 / -10.391
- gap between HOMO and LUMO (spin up / spin down) (Eh) = 0.256 / 0.258
- energy above the lowest of the compared OMol25 structures with the same formula, charge and spin (eV) = 1.3142

Record 9
Computed, not measured: the molecule C2H2FIS at a distorted geometry, with wB97M-V/def2-TZVPD.

ORCA input file:
```
! wB97M-V def2-TZVPD RIJCOSX def2/J DEFGRID3
* xyz 0 1
C -0.852 -0.463 -0.249
C -0.144 0.614 -0.013
F -0.808 1.624 -0.885
S 1.111 0.731 1.321
I 3.031 -0.767 0.653
H -0.670 -1.527 -0.016
H -1.666 -0.213 -0.811
*
```

- LUMO energy (eV) = -1.91
- calculated total energy (eV) = -23757.4834
- HOMO energy (eV) = -9.367
- gap between HOMO and LUMO (Eh) = 0.274
- energy above the lowest of the compared OMol25 structures with the same formula, charge and spin (eV) = 1.3713
- SMILES = C=C(F)SI

Record 10
Computed, not measured: the molecule C2H2FN at a distorted geometry, with wB97M-V/def2-TZVPD.

ORCA input file:
```
! wB97M-V def2-TZVPD RIJCOSX def2/J DEFGRID3
* xyz 0 1
N -2.004 -0.590 0.023
C -0.923 -0.311 -0.131
C 0.469 0.180 0.007
F 1.250 -0.879 -0.021
H 0.699 0.904 -0.811
H 0.508 0.696 0.933
*
```

- LUMO energy (eV) = 0.72
- calculated total energy (eV) = -6312.8875
- HOMO energy (eV) = -12.288
- gap between HOMO and LUMO (Eh) = 0.478
- energy above the lowest of the compared OMol25 structures with the same formula, charge and spin (eV) = 0.1073
- SMILES = N#CCF

Record 11
Computed, not measured: the molecule C2H2FN at a distorted geometry, with wB97M-V/def2-TZVPD.

ORCA input file:
```
! wB97M-V def2-TZVPD RIJCOSX def2/J DEFGRID3
* xyz 0 1
C -1.378 0.817 -0.107
C 0.832 -0.500 -0.147
N -0.315 0.144 -0.051
F 1.968 0.149 0.142
H -2.038 0.866 0.743
H 0.931 -1.476 -0.581
*
```

- LUMO energy (eV) = 0.77
- calculated total energy (eV) = -6310.6999
- HOMO energy (eV) = -8.271
- gap between HOMO and LUMO (Eh) = 0.332
- energy above the lowest of the compared OMol25 structures with the same formula, charge and spin (eV) = 2.2949

Record 12
Computed, not measured: a 2-piece molecular cluster, C2H2FN3O overall at a distorted geometry, with wB97M-V/def2-TZVPD.

ORCA input file:
```
! wB97M-V def2-TZVPD RIJCOSX def2/J DEFGRID3
* xyz 0 1
C 0.394 -0.333 -1.013
C 1.273 0.666 1.366
N -0.815 -0.194 -1.115
N 0.315 0.294 1.983
N -1.987 -0.522 -1.024
O 2.202 1.117 0.862
F 1.444 0.459 -1.447
H -0.305 -0.475 2.120
H -2.522 -1.012 -1.732
*
```

- LUMO energy (spin up / spin down) (eV) = -0.71 / -0.71
- calculated total energy (eV) = -11337.0130
- HOMO energy (spin up / spin down) (eV) = -9.712 / -9.713
- gap between HOMO and LUMO (spin up / spin down) (Eh) = 0.331 / 0.331
- energy above the lowest of the compared OMol25 structures with the same formula, charge and spin (eV) = 3.5249